Record 1
The following is a quantum chemistry calculation of C27H41BrN2OS2SbSc as an isolated structure, from the OMol25 dataset.

The geometry in XYZ format:
```
76
C27H41BrN2OS2SbSc ωB97M-V with the def2-TZVPD basis set
Sc -1.24027 -0.15036 0.09626
C 4.96425 3.90201 1.20036
C 4.35131 4.25049 -0.16271
C 4.21342 5.77038 -0.25389
C 5.29260 3.78300 -1.28093
C 3.00553 3.54291 -0.30794
C 2.94803 2.15305 -0.24309
C 1.72818 1.54067 -0.37992
Br 1.63902 -0.37640 -0.23634
C 0.50995 2.20200 -0.58903
O -0.59755 1.47315 -0.74007
C 0.55548 3.60366 -0.62512
C 1.80519 4.21500 -0.49205
C -0.65733 4.53133 -0.81641
C -0.68826 5.54846 0.33592
C -0.49137 5.27814 -2.14890
C -2.02356 3.83757 -0.83615
H 5.92676 4.40267 1.31958
H 5.13052 2.82932 1.30506
H 4.30728 4.22180 2.01078
H 5.19788 6.22867 -0.15028
H 3.57794 6.16559 0.54033
H 3.80224 6.08017 -1.21614
H 6.26208 4.27593 -1.18697
H 4.87746 4.02582 -2.26055
H 5.46048 2.70611 -1.24330
H 3.83462 1.55637 -0.07876
H 1.82892 5.29392 -0.53295
H 0.20799 6.16769 0.37251
H -0.78836 5.03852 1.29551
H -1.54515 6.21322 0.21344
H 0.42935 5.86183 -2.17511
H -1.32918 5.96146 -2.29918
H -0.46980 4.57504 -2.98334
H -2.21717 3.28747 0.08441
H -2.12312 3.15002 -1.67361
H -2.79146 4.60785 -0.93559
S -3.63375 -0.06006 0.49123
C -3.03981 -0.51396 2.07999
S -1.35274 -0.27901 2.50341
C -3.88981 -1.09270 2.98325
C -5.27151 -1.30613 2.67924
N -6.38069 -1.48183 2.43048
C -3.41841 -1.55952 4.25041
N -3.01756 -1.95962 5.25176
C -2.02752 -5.61389 -2.01447
C -1.77011 -4.11298 -2.08067
C -0.72167 -3.75898 -3.13345
Sb -1.20371 -3.16950 -0.21706
C 0.78006 -3.93201 0.21748
C 1.02531 -5.40426 -0.09227
C 1.11391 -3.58468 1.66775
C -2.49712 -4.04626 1.28198
C -3.94362 -3.94128 0.80593
C -2.13789 -5.46612 1.70206
H -2.33164 -5.97492 -3.00108
H -2.82354 -5.86398 -1.31582
H -1.13573 -6.16848 -1.72456
H -2.70658 -3.60823 -2.33421
H 0.24457 -4.21292 -2.90253
H -0.57277 -2.68017 -3.21936
H -1.03110 -4.13042 -4.11345
H 1.41905 -3.33372 -0.44057
H 0.35719 -6.05729 0.46777
H 2.05010 -5.66699 0.18511
H 0.90845 -5.62535 -1.15249
H 0.49772 -4.15117 2.36848
H 0.96507 -2.52550 1.88774
H 2.15869 -3.82741 1.87729
H -2.35238 -3.37922 2.13507
H -4.13744 -4.61216 -0.03375
H -4.21116 -2.92922 0.50025
H -4.62123 -4.22437 1.61489
H -2.20422 -6.16783 0.87035
H -2.84225 -5.79850 2.46940
H -1.13803 -5.53386 2.12860
```

total energy	-152645.7558	eV
energy relative to the best compared isomer or geometry (same formula, charge and spin)	34.6	kJ/mol
Kohn-Sham gap	8.0872	eV

Want to see where the charge sits? The Löwdin charges in e are: 0.32 -0.04 -0.56 -0.06 -0.05 -0.16 -0.08 -0.51 0.88 -0.35 -0.29 -0.07 0.02 -0.53 -0.04 -0.04 -0.06 0.09 0.08 0.09 0.09 0.09 0.09 0.09 0.09 0.08 0.11 0.09 0.07 0.09 0.09 0.08 0.09 0.09 0.08 0.08 0.09 0.59 -1.10 0.60 -0.40 -0.26 0.17 -0.26 0.17 -0.13 -0.56 -0.16 1.50 -0.57 -0.13 -0.16 -0.54 -0.14 -0.13 0.08 0.05 0.06 0.08 0.07 0.06 0.08 0.05 0.06 0.08 0.05 0.07 0.03 0.08 0.06 0.07 0.04 0.09 0.06 0.09 0.05

Record 2
The following is a quantum chemistry calculation of C27H41CoNP2 as an isolated structure in a non-equilibrium geometry, from the OMol25 dataset.

The geometry in XYZ format:
```
72
C27H41CoNP2 ωB97M-V with the def2-TZVPD basis set
P 0.91889 2.88684 -0.17043
P -0.69540 -1.94297 0.53344
C -0.27747 1.51452 -0.41385
C -1.08537 0.34356 0.29820
H -0.30528 1.43171 -1.52200
H -1.13617 2.23814 -0.35628
H -1.42611 0.57053 1.33533
H -1.99958 0.17201 -0.28819
C -0.92048 -2.82787 -1.03080
H -0.36774 -3.77784 -0.96960
H -0.49369 -2.20459 -1.84831
H -1.99323 -2.98762 -1.13439
C -1.59218 -2.55614 1.94064
H -2.64769 -2.56951 1.62679
H -1.43071 -1.84519 2.77942
H -1.21732 -3.56234 2.23778
C 1.28055 3.62073 -1.76889
H 2.33587 3.92977 -1.79464
H 0.65821 4.49951 -1.93981
H 1.12041 2.89592 -2.57974
C 0.09345 3.94079 0.98343
H -0.42137 3.28448 1.69605
H -0.61153 4.61967 0.50056
H 0.88434 4.50251 1.50576
Co 0.35414 -0.52086 -0.59483
C -3.96713 -0.16924 -0.24504
C -3.55672 -0.61811 -1.46469
C -3.93775 0.04755 -2.75487
C -3.77311 1.61989 -2.78802
C -2.70282 2.11533 -1.89027
C -2.98504 2.62452 -0.63892
C -4.28491 2.38874 0.07293
C -4.93985 0.95478 -0.03769
C 2.35821 2.24992 0.62955
H -3.67631 -0.68291 0.69806
H -3.10241 -1.61308 -1.55103
H -4.99379 -0.20933 -2.94089
H -3.33934 -0.34842 -3.59383
H -3.51090 1.92181 -3.82175
H -4.72144 2.11114 -2.49440
H -1.74331 2.31048 -2.39525
H -2.48358 3.55655 -0.28271
H -4.97292 3.13795 -0.35637
H -4.17745 2.63806 1.14634
H -5.46490 0.77319 0.91765
H -5.66858 0.95074 -0.86524
H 2.10231 1.35993 1.22128
H 2.72505 3.05506 1.27963
H 3.11582 1.97897 -0.10602
C 1.72269 -4.60144 2.72834
C 1.85818 -4.67613 1.32965
C 1.94338 -3.48644 0.58912
C 1.95203 -2.22079 1.24113
C 1.76327 -2.17822 2.64432
C 1.68755 -3.36035 3.38480
N 2.18165 -1.07230 0.47064
C 3.52703 -0.78235 0.26430
C 4.48587 -0.88066 1.31536
C 5.86133 -0.84110 1.04980
C 6.30733 -0.61192 -0.26740
C 5.37677 -0.39571 -1.29858
C 4.00267 -0.40873 -1.02557
H 1.62000 -5.54252 3.30094
H 1.87426 -5.64812 0.82759
H 2.05129 -3.52369 -0.49507
H 1.70902 -1.21182 3.14732
H 1.58349 -3.32994 4.48141
H 4.16996 -1.05098 2.33980
H 6.59524 -0.98066 1.85196
H 7.38727 -0.56855 -0.48712
H 5.72661 -0.19401 -2.32309
H 3.28946 -0.24283 -1.83375
```

2S+1	4
total energy	-86347.0122	eV
energy relative to the best compared isomer or geometry (same formula, charge and spin)	843.6	kJ/mol
Kohn-Sham gap (spin up / spin down)	3.2775 / 6.7705	eV

Want to see where the charge sits? The Löwdin charges in e are: 0.84 0.92 -0.41 -0.25 0.05 0.02 0.09 -0.01 -0.27 0.04 0.05 0.02 -0.26 0.03 0.06 0.06 -0.15 0.07 0.06 0.07 -0.19 0.08 0.06 0.06 0.23 -0.15 -0.14 -0.19 -0.22 -0.24 -0.26 -0.21 -0.17 -0.19 0.10 0.07 0.10 0.10 0.10 0.10 0.07 0.06 0.09 0.10 0.10 0.10 0.06 0.06 0.05 -0.12 -0.09 -0.08 -0.42 -0.08 -0.11 -0.05 -0.34 -0.04 -0.10 -0.13 -0.12 -0.08 0.10 0.10 0.11 0.11 0.10 0.09 0.10 0.09 0.10 0.08

Record 3
The following is a quantum chemistry calculation of C27H41CoO4SSbSi as an isolated structure in a non-equilibrium geometry, from the OMol25 dataset.

The geometry in XYZ format:
```
76
C27H41CoO4SSbSi ωB97M-V with the def2-TZVPD basis set
Co 0.98058 0.21152 0.51232
O 2.38741 -1.04864 1.13107
S 0.00551 -0.72797 2.57839
O -1.22988 -0.66329 3.44960
O -0.53480 -1.02825 1.16245
O 0.39010 0.78228 2.37026
C 7.01211 -2.86578 -0.93051
C 6.72573 -3.58744 0.21877
C 5.45146 -3.53662 0.76968
C 4.44052 -2.77014 0.19447
C 4.75222 -2.04664 -0.95837
C 6.02022 -2.08929 -1.51639
Si 2.70341 -2.58849 0.94100
C 1.55573 -3.51042 -0.26111
C 1.19428 -4.84354 -0.07928
C 0.24411 -5.45413 -0.88662
C -0.37790 -4.72894 -1.89220
C -0.01209 -3.40815 -2.11116
C 0.95296 -2.81691 -1.31163
H 8.00451 -2.90068 -1.36435
H 7.50234 -4.17876 0.69079
H 5.23865 -4.09823 1.67389
H 3.98600 -1.42323 -1.40936
H 6.23959 -1.50487 -2.40263
H 2.67384 -3.34101 2.22656
H 1.65847 -5.41551 0.71855
H -0.02636 -6.49067 -0.71971
H -1.14887 -5.18969 -2.49873
H -0.49564 -2.82895 -2.88949
H 1.22933 -1.78485 -1.49910
C -4.54083 -0.00838 3.67651
C -4.36442 0.36510 2.21061
C -5.42526 1.32886 1.70459
Sb -2.26604 1.10582 1.89937
C -2.65427 2.55543 0.18612
C -1.54354 3.59007 0.12312
C -2.73250 1.73371 -1.09239
C -2.04653 2.67165 3.45562
C -3.22105 3.64145 3.48676
C -1.75392 2.08798 4.83217
H -5.42537 -0.63888 3.81420
H -4.66977 0.88598 4.28988
H -3.66587 -0.55255 4.03572
H -4.38690 -0.54181 1.60158
H -5.36031 2.29745 2.20253
H -6.42444 0.92232 1.89959
H -5.33624 1.49659 0.63045
H -3.61626 3.01745 0.42151
H -0.57570 3.09478 0.01259
H -1.52094 4.21587 1.01724
H -1.68455 4.24777 -0.74198
H -1.76615 1.26476 -1.29324
H -2.98773 2.37157 -1.94600
H -3.48707 0.94605 -1.01799
H -1.15129 3.18801 3.09951
H -4.12344 3.15034 3.85560
H -3.43684 4.05831 2.50119
H -3.00011 4.47263 4.16523
H -2.65489 1.66275 5.27821
H -1.37492 2.86803 5.50049
H -1.00938 1.29930 4.75575
C 2.78700 1.14393 -4.23875
C 1.34971 1.51313 -3.84147
C 1.07900 2.99447 -4.13297
C 0.35722 0.64032 -4.62183
C 1.19524 1.25640 -2.40125
C 1.12268 1.03221 -1.20774
H 2.95431 1.30292 -5.30780
H 2.97606 0.09595 -4.00396
H 3.49738 1.74793 -3.67390
H 1.16605 3.19650 -5.20393
H 1.79087 3.62076 -3.59456
H 0.07377 3.26315 -3.80572
H 0.50042 0.76782 -5.69830
H -0.66782 0.91443 -4.36840
H 0.50110 -0.41106 -4.37108
```

2S+1	5
total energy	-99732.5019	eV
energy relative to the best compared isomer or geometry (same formula, charge and spin)	0.0	kJ/mol
net charge	-1
Kohn-Sham gap (spin up / spin down)	7.0597 / 7.4268	eV

Want to see where the charge sits? The Löwdin charges in e are: 0.58 -0.46 0.60 -0.56 -0.57 -0.58 -0.12 -0.11 -0.12 -0.24 -0.09 -0.10 0.43 -0.24 -0.11 -0.11 -0.11 -0.09 -0.10 0.09 0.09 0.09 0.10 0.09 0.01 0.09 0.09 0.09 0.09 0.07 -0.16 -0.51 -0.16 1.73 -0.53 -0.15 -0.16 -0.51 -0.15 -0.15 0.07 0.06 0.05 0.08 0.05 0.07 0.06 0.06 0.06 0.05 0.08 0.05 0.07 0.06 0.08 0.05 0.05 0.08 0.06 0.07 0.04 -0.06 -0.64 -0.06 -0.06 -0.17 -0.09 0.08 0.08 0.08 0.08 0.08 0.08 0.08 0.08 0.08

> What is the energy relative to the best compared isomer or geometry (same formula, charge and spin) in the second record?

843.6 kJ/mol